Run a
{"formula": "C34H39CuN5O3P2S", "method": "ωB97M-V/def2-TZVPD", "spin_multiplicity": 2, "gap_ev": [6.48, 5.96], "homo_ha": [-0.2434, -0.2440], "symbols": ["Cu", "C", "C", "C", "C", "C", "C", "C", "C", "C", "H", "H", "H", "H", "H", "H", "H", "H", "H", "H", "H", "H", "H", "H", "H", "P", "P", "N", "N", "N", "N", "C", "C", "C", "C", "C", "C", "C", "C", "C", "C", "C", "C", "C", "C", "C", "C", "C", "C", "H", "H", "H", "H", "H", "H", "H", "H", "H", "H", "H", "H", "H", "H", "H", "H", "H", "H", "H", "H", "O", "C", "N", "S", "O", "O", "C", "C", "C", "C", "C", "C", "H", "H", "H", "H"], "positions_angstrom": [[0.351, 1.856, -3.045], [-1.550, 1.477, -5.988], [-1.478, 0.142, -5.875], [-0.716, -0.756, -6.829], [0.682, -0.258, -7.189], [1.440, 0.438, -6.084], [1.125, 1.676, -5.620], [0.483, 2.758, -6.443], [-0.832, 2.231, -7.044], [0.748, 1.590, -0.814], [-2.230, 2.049, -5.382], [-2.123, -0.380, -5.179], [-1.241, -0.866, -7.792], [-0.698, -1.760, -6.372], [1.278, -1.117, -7.569], [0.614, 0.455, -8.038], [2.335, -0.036, -5.743], [1.551, 2.005, -4.691], [1.143, 3.129, -7.273], [0.289, 3.587, -5.717], [-1.405, 3.067, -7.485], [-0.572, 1.564, -7.883], [-0.046, 1.922, -0.151], [1.687, 2.014, -0.400], [0.872, 0.512, -0.565], [1.495, -0.440, -2.400], [-1.725, -0.841, -1.659], [3.025, 0.568, -3.154], [2.543, -1.639, -1.685], [-2.660, 0.615, -2.330], [-3.118, -1.848, -1.432], [0.529, -1.457, -3.585], [-0.935, -1.782, -3.117], [2.833, 1.946, -3.042], [3.845, 2.647, -3.677], [4.776, 1.684, -4.134], [4.255, 0.419, -3.796], [3.363, -1.344, -0.583], [4.092, -2.474, -0.238], [3.696, -3.520, -1.131], [2.741, -2.990, -1.981], [-2.436, 1.994, -2.089], [-3.170, 2.748, -3.006], [-3.845, 1.845, -3.851], [-3.545, 0.576, -3.399], [-4.341, -2.133, -2.084], [-5.052, -3.062, -1.331], [-4.237, -3.413, -0.197], [-3.054, -2.686, -0.298], [1.108, -2.376, -3.786], [0.494, -0.927, -4.557], [-1.615, -1.634, -3.976], [-1.008, -2.859, -2.847], [2.034, 2.426, -2.462], [3.893, 3.731, -3.720], [5.716, 1.909, -4.610], [4.725, -0.545, -3.930], [3.314, -0.376, -0.107], [4.824, -2.555, 0.557], [4.068, -4.540, -1.144], [2.159, -3.465, -2.758], [-2.049, 2.293, -1.127], [-3.244, 3.844, -3.085], [-4.426, 2.020, -4.755], [-3.988, -0.332, -3.737], [-4.642, -1.692, -3.016], [-6.042, -3.441, -1.562], [-4.472, -4.100, 0.595], [-2.203, -2.633, 0.345], [0.468, -2.143, 0.724], [-0.370, -1.358, 1.119], [-1.191, -0.534, 0.274], [-2.185, 0.521, 1.183], [-1.697, 1.893, 1.196], [-3.547, 0.239, 0.785], [-1.752, -0.241, 2.697], [-2.387, -0.038, 3.914], [-2.008, -0.825, 5.008], [-1.049, -1.838, 4.877], [-0.399, -2.009, 3.650], [-0.786, -1.208, 2.547], [-3.143, 0.736, 3.954], [-2.526, -0.676, 5.948], [-0.796, -2.456, 5.742], [0.361, -2.767, 3.506]]}

***

Run b
{"formula": "C34H39CuN5O3P2S", "method": "ωB97M-V/def2-TZVPD", "spin_multiplicity": 2, "gap_ev": [6.98, 5.30], "homo_ha": [-0.3070, -0.3069], "symbols": ["Cu", "C", "C", "C", "C", "C", "C", "C", "C", "C", "H", "H", "H", "H", "H", "H", "H", "H", "H", "H", "H", "H", "H", "H", "H", "P", "P", "N", "N", "N", "N", "C", "C", "C", "C", "C", "C", "C", "C", "C", "C", "C", "C", "C", "C", "C", "C", "C", "C", "H", "H", "H", "H", "H", "H", "H", "H", "H", "H", "H", "H", "H", "H", "H", "H", "H", "H", "H", "H", "O", "S", "O", "N", "C", "O", "C", "C", "C", "C", "C", "C", "H", "H", "H", "H"], "positions_angstrom": [[-0.354, -2.603, 3.287], [-0.878, 2.432, 3.278], [-1.202, 1.556, 2.320], [-0.727, 1.364, 0.910], [0.549, 0.526, 0.626], [1.818, 0.876, 1.342], [2.018, 1.927, 2.145], [1.259, 3.215, 2.192], [0.369, 3.253, 3.439], [1.560, -2.904, 3.493], [-1.624, 2.602, 4.076], [-1.945, 0.804, 2.629], [-0.683, 2.316, 0.363], [-1.541, 0.771, 0.452], [0.292, -0.531, 0.838], [0.716, 0.538, -0.470], [2.605, 0.112, 1.281], [2.821, 1.883, 2.885], [0.624, 3.348, 1.317], [1.964, 4.062, 2.258], [0.961, 2.956, 4.324], [0.050, 4.282, 3.668], [1.821, -2.209, 4.316], [1.846, -2.511, 2.508], [1.992, -3.899, 3.687], [1.492, -1.089, -3.234], [-1.881, -0.756, -3.124], [2.846, -0.035, -3.445], [2.204, -2.348, -4.311], [-2.116, 1.001, -3.293], [-3.466, -1.082, -3.762], [0.476, -0.265, -4.562], [-0.885, -0.940, -4.697], [3.803, 0.212, -2.453], [4.799, 1.008, -2.998], [4.460, 1.248, -4.374], [3.276, 0.576, -4.628], [2.430, -3.650, -3.856], [2.900, -4.416, -4.916], [2.979, -3.559, -6.064], [2.563, -2.290, -5.660], [-2.100, 1.811, -2.153], [-1.958, 3.138, -2.534], [-1.981, 3.166, -3.966], [-2.074, 1.849, -4.404], [-4.247, -0.388, -4.704], [-5.361, -1.166, -5.010], [-5.249, -2.390, -4.255], [-4.084, -2.318, -3.510], [0.965, -0.298, -5.540], [0.374, 0.789, -4.267], [-1.438, -0.553, -5.561], [-0.773, -2.026, -4.834], [3.666, -0.189, -1.463], [5.668, 1.383, -2.495], [4.982, 1.837, -5.102], [2.709, 0.511, -5.544], [2.231, -3.905, -2.825], [3.149, -5.464, -4.889], [3.282, -3.818, -7.063], [2.497, -1.377, -6.227], [-2.234, 1.379, -1.182], [-1.846, 3.976, -1.868], [-1.939, 4.032, -4.601], [-2.167, 1.476, -5.412], [-3.980, 0.593, -5.056], [-6.143, -0.882, -5.687], [-5.947, -3.204, -4.276], [-3.626, -3.005, -2.821], [0.250, 2.578, 6.606], [0.669, 1.192, 6.669], [2.067, 0.933, 6.937], [0.077, 0.289, 5.407], [-0.702, -0.760, 5.750], [-1.062, -1.724, 4.979], [-1.086, -0.625, 7.179], [-1.983, -1.419, 7.895], [-2.096, -1.206, 9.285], [-1.333, -0.211, 9.919], [-0.431, 0.571, 9.188], [-0.349, 0.343, 7.812], [-2.552, -2.167, 7.352], [-2.817, -1.787, 9.850], [-1.420, -0.070, 11.005], [0.200, 1.328, 9.630]]}

***

Relative to the most stable one, in eV, the structures come out at run a 4.992; run b 0.000.